1.
DFT (the ωB97M-V functional and the def2-TZVPD basis) results for a single C3H8N3P molecule at a distorted geometry.

Atoms and positions in Å:
C: -0.35654 -0.54119 1.87380
C: -0.35579 0.35303 0.63628
N: -1.70162 0.40005 0.11480
P: -2.09002 -0.54615 -1.03155
N: -0.02632 -1.26745 -0.94784
N: 0.54815 -0.17536 -0.36771
C: 1.08471 0.82912 -1.27030
H: -0.61840 -1.55151 1.57316
H: -1.08616 -0.17674 2.59079
H: 0.63184 -0.54444 2.32286
H: -0.04046 1.36685 0.90610
H: 0.30710 -1.39685 -1.90036
H: 1.74880 0.34185 -1.98358
H: 0.29351 1.35767 -1.82319
H: 1.66120 1.55112 -0.69326

Output
LUMO level (alpha / beta): 0.0 / 0.0 eV
Energy: -16997.6645 eV
Gap between HOMO and LUMO (alpha / beta): 7.7 / 7.7 eV
2S+1: 1
Relative energy (zero: lowest compared OMol25 entry of this formula, charge and spin): 9.7 kcal/mol
SMILES: C[C@@H]1N=PNN1C
HOMO (alpha / beta): -7.71 / -7.71 eV


2.
DFT (the ωB97M-V functional and the def2-TZVPD basis) results for 7 unconnected molecules or ions with the total composition C48H56F7NO3S at a distorted geometry.

Atoms and positions in Å:
C: -0.15349 3.06965 2.75410
O: -0.75122 1.82413 3.29190
C: 0.18163 0.69025 3.19529
C: -0.29924 -0.46618 2.08739
C: -1.17205 0.16313 0.84819
C: -1.78770 -0.98334 -0.18588
C: -1.61378 -0.49160 -1.76210
C: -0.18016 -1.16244 -2.30281
C: -0.04503 -1.07643 -3.93463
N: 1.37386 -1.06512 -4.46185
C: 1.45544 -1.38787 -5.93867
C: 0.53334 -0.43656 -6.90832
C: 0.49344 1.15426 -6.46060
C: -0.98781 -1.06407 -7.19894
S: 2.34089 -2.27056 -3.59527
O: 2.99813 -1.67920 -2.28733
O: 3.56841 -2.77627 -4.44973
F: 1.42525 -3.72243 -3.25830
H: 0.78735 2.90141 2.07826
H: -0.98061 3.55299 2.04235
H: 0.10882 3.86149 3.59149
H: 1.30531 0.99245 3.01812
H: 0.14957 0.14581 4.25598
H: 0.70158 -0.99927 1.72300
H: -0.94211 -1.23734 2.72271
H: -0.46756 0.87068 0.23729
H: -2.07389 0.77258 1.28087
H: -2.92208 -1.24956 0.06911
H: -1.18208 -1.97496 0.05726
H: -1.61647 0.67335 -1.89376
H: -2.53168 -0.94859 -2.34067
H: -0.21416 -2.28513 -1.89857
H: 0.67895 -0.63525 -1.70479
H: -0.58126 -2.01017 -4.45041
H: -0.69251 -0.13595 -4.28263
H: 2.57509 -1.27200 -6.33653
H: 1.12578 -2.52869 -6.04470
H: 1.06394 -0.44826 -7.97764
H: 0.33989 1.76297 -7.47583
H: -0.40394 1.43693 -5.76460
H: 1.54938 1.49099 -6.05440
H: -0.94690 -2.25080 -7.12894
H: -1.41940 -0.68774 -8.22734
H: -1.70894 -0.73206 -6.30856
F: 2.91094 2.29755 2.26520
C: 3.57850 2.08714 1.12296
C: 4.75092 2.79282 0.87573
C: 5.44906 2.57031 -0.31114
C: 4.96056 1.65156 -1.24337
C: 3.78017 0.95189 -0.98829
C: 3.08836 1.16645 0.20351
H: 5.11064 3.50853 1.60771
H: 6.37082 3.11123 -0.51041
H: 5.50304 1.48160 -2.17095
H: 3.39972 0.24035 -1.71718
H: 2.17407 0.62469 0.42192
F: 1.81823 -2.17761 3.53113
C: 2.29423 -2.10760 4.78139
C: 1.48984 -2.50680 5.84311
C: 1.98687 -2.43892 7.14462
C: 3.28027 -1.96178 7.37095
C: 4.07810 -1.55870 6.29907
C: 3.58481 -1.63723 4.99694
H: 0.48482 -2.86685 5.64878
H: 1.36874 -2.75595 7.98089
H: 3.66593 -1.90480 8.38662
H: 5.08296 -1.18381 6.47802
H: 4.19456 -1.33654 4.15142
F: 4.35225 -0.65956 9.66481
C: 4.28810 -0.58107 11.00060
C: 4.20769 -1.74867 11.75153
C: 4.14605 -1.66760 13.14265
C: 4.15452 -0.41802 13.76736
C: 4.23038 0.74836 13.00464
C: 4.30327 0.66651 11.61431
H: 4.19386 -2.71002 11.24848
H: 4.09082 -2.57484 13.73915
H: 4.10193 -0.35511 14.85218
H: 4.23268 1.71992 13.49288
H: 4.37171 1.56268 11.00659
F: -4.99632 -0.20652 -0.91124
C: -5.63479 0.32991 0.13719
C: -5.27798 -0.05405 1.42518
C: -5.93898 0.50806 2.51728
C: -6.95797 1.44072 2.30851
C: -7.31227 1.81588 1.01173
C: -6.64353 1.26198 -0.07961
H: -4.48976 -0.78608 1.56766
H: -5.66218 0.22035 3.52850
H: -7.47630 1.87556 3.16047
H: -8.10847 2.53888 0.85159
H: -6.90003 1.54892 -1.09400
F: 0.69751 2.46943 -9.53023
C: 1.27311 3.67476 -9.63265
C: 2.14579 3.92905 -10.68499
C: 2.74135 5.18556 -10.79491
C: 2.46568 6.17125 -9.84402
C: 1.59226 5.90467 -8.78855
C: 0.98831 4.65183 -8.68526
H: 2.35439 3.14852 -11.40935
H: 3.41904 5.39689 -11.61833
H: 2.93388 7.14970 -9.92763
H: 1.38242 6.67208 -8.04737
H: 0.30001 4.43047 -7.87633
F: -8.10017 -3.63389 0.58081
C: -7.43261 -3.84430 -0.56142
C: -6.26019 -3.13862 -0.80866
C: -5.56204 -3.36113 -1.99553
C: -6.05055 -4.27988 -2.92776
C: -7.23094 -4.97955 -2.67268
C: -7.92275 -4.76499 -1.48088
H: -5.90047 -2.42291 -0.07667
H: -4.64029 -2.82021 -2.19480
H: -5.50807 -4.44984 -3.85534
H: -7.61139 -5.69109 -3.40157
H: -8.83704 -5.30675 -1.26247

Output
LUMO level: -0.8 eV
Energy: -88165.2119 eV
Gap between HOMO and LUMO: 8.1 eV
2S+1: 1
SMILES: COCCCCCCCN(CC(C)C)S(=O)(=O)F.Fc1ccccc1.Fc1ccccc1.Fc1ccccc1.Fc1ccccc1.Fc1ccccc1.Fc1ccccc1
HOMO: -8.97 eV


3.
DFT (the ωB97M-V functional and the def2-TZVPD basis) results for a molecular structure, BaH18O9 at a distorted geometry.

Atoms and positions in Å:
Ba: 0.12325 0.12356 0.19175
O: 1.95687 -0.84399 -1.60185
H: 2.85806 -0.94686 -1.29607
H: 1.94128 -1.27999 -2.45385
O: 2.05246 -1.03104 1.62798
H: 2.72458 -1.69524 1.47527
H: 1.85444 -1.10030 2.56191
O: -0.85888 0.86326 2.66124
H: -1.66233 0.61519 3.11859
H: -0.22011 1.00749 3.35937
O: -1.36353 -1.40043 -1.88747
H: -2.06387 -2.02095 -2.08927
H: -0.59555 -1.94897 -1.72769
O: 0.11992 -2.71496 0.23319
H: 0.28248 -3.45119 -0.35653
H: -0.26616 -3.11309 1.01336
O: -2.65105 -0.02534 0.11997
H: -2.79543 -0.90474 -0.22937
H: -3.30115 0.06588 0.81660
O: 0.17435 1.62115 -2.18211
H: 0.71265 2.31427 -2.56429
H: -0.47035 1.41691 -2.85951
O: -1.30133 2.54934 -0.04548
H: -1.55996 3.13799 -0.75459
H: -2.08678 2.03348 0.13670
O: 1.90092 1.98698 0.72722
H: 2.48799 1.82194 1.46501
H: 2.00721 2.91965 0.53993

Output
LUMO level: -6.2 eV
Energy: -19403.5114 eV
Gap between HOMO and LUMO: 11.4 eV
2S+1: 1
Total charge: +2
Relative energy (zero: lowest compared OMol25 entry of this formula, charge and spin): 17.5 kcal/mol
HOMO: -17.60 eV


4.
DFT (the ωB97M-V functional and the def2-TZVPD basis) results for 2 unconnected molecules or ions with the total composition C3H6OS at a distorted geometry.

Atoms and positions in Å:
C: 1.34049 -0.28948 -0.93769
C: 0.19324 -0.75155 -0.22696
C: -0.84507 1.31192 0.96130
O: -0.05850 -1.92238 0.37281
S: -0.26000 -0.51114 -1.90814
H: 1.48574 0.73189 -0.66120
H: 2.19451 -0.80134 -1.26694
H: -1.57197 0.49544 1.31952
H: -1.40931 2.04752 0.34015
H: -0.00722 1.67742 1.53190
H: -1.06191 -1.98830 0.47526

Output
LUMO level (alpha / beta): 0.3 / 0.3 eV
Energy: -16086.0490 eV
Gap between HOMO and LUMO (alpha / beta): 8.6 / 8.0 eV
2S+1: 1
Relative energy (zero: lowest compared OMol25 entry of this formula, charge and spin): 114.0 kcal/mol
HOMO (alpha / beta): -8.30 / -7.64 eV


5.
DFT (the ωB97M-V functional and the def2-TZVPD basis) results for a single C4H6O2 molecule.

Atoms and positions in Å:
O: 0.42547 1.47678 1.90012
C: -0.31808 0.45146 1.39833
C: -0.19002 0.00198 0.15841
C: 0.84858 0.11125 -0.93896
O: 0.20709 -0.96845 -1.64124
C: -0.85624 -1.05013 -0.67067
H: 0.88454 1.88719 1.15680
H: -0.99925 0.01866 2.13095
H: 0.90285 1.02388 -1.55236
H: 1.86619 -0.16045 -0.61928
H: -0.95347 -2.03853 -0.20744
H: -1.81766 -0.75364 -1.11466

Output
LUMO level: 0.7 eV
Energy: -8337.9655 eV
Gap between HOMO and LUMO: 9.5 eV
2S+1: 1
Relative energy (zero: lowest compared OMol25 entry of this formula, charge and spin): 57.6 kcal/mol
SMILES: OC=C1COC1
HOMO: -8.75 eV


6.
DFT (the ωB97M-V functional and the def2-TZVPD basis) results for a molecular structure, C5H10BrOP at a distorted geometry.

Atoms and positions in Å:
C: 0.21328 0.57670 1.08404
C: 0.33551 -0.84195 1.61219
C: -1.02848 0.65592 0.18599
C: 1.42480 -1.19263 -1.08077
C: -2.03473 1.84801 -1.51494
O: -1.00984 1.52086 -0.79158
P: 1.46391 -1.99484 0.56101
Br: -0.30956 -1.72085 -1.69989
H: 0.22171 1.16928 2.00679
H: 1.07374 0.91208 0.40773
H: 0.77974 -0.81313 2.62964
H: -0.55555 -1.32503 1.79070
H: -1.85495 0.06227 0.45786
H: 2.13867 -1.35010 -1.81189
H: -2.99524 1.46190 -1.35354
H: 1.40784 -0.18531 -1.12203
H: -2.02335 2.69206 -2.14569
H: 2.75251 -1.47522 0.78438

Output
LUMO level (alpha / beta): 0.8 / 0.9 eV
Energy: -86720.9055 eV
Gap between HOMO and LUMO (alpha / beta): 7.8 / 8.2 eV
2S+1: 1
Relative energy (zero: lowest compared OMol25 entry of this formula, charge and spin): 0.0 kcal/mol
HOMO (alpha / beta): -7.05 / -7.31 eV


Q: Among the records above, which one has the lowest energy?
A: C48H56F7NO3S


Q: What is the formula in the first record?
A: C3H8N3P


Q: Which value of energy does entry 3 give?
A: -19403.5114 eV